ORCA calculation (the ωB97M-V functional and the def2-TZVPD basis) on C25H51GaNO13 as an isolated structure.

F_max: 8.11 eV/Å
LUMO level: 0.0603 hartree
Kohn-Sham gap: 6.5 eV
electronic energy: -107236.022 eV

The geometry in ORCA input format:
```
! RIJCOSX wB97M-V def2-TZVPD def2/J DEFGRID3
* xyz -1 1
O 1.28645 3.13832 -3.09379
C 1.11295 2.24215 -3.99157
N 0.75259 1.63313 -5.08002
Ga 0.76214 2.91926 -6.59444
H 0.24610 4.32874 -6.00062
H 2.29353 3.04913 -7.09531
H -0.14093 2.33707 -7.77405
O -4.70320 2.48550 0.73275
C -3.55993 2.72962 0.40281
O -3.01340 2.10200 -0.65203
C -1.74894 2.45605 -1.23979
C -0.60570 1.77520 -0.51644
C -2.70854 3.66140 1.21791
H -1.62852 3.54091 -1.29055
H -1.78060 2.10191 -2.27283
H -0.54526 2.09099 0.52794
H 0.34599 2.00203 -1.00224
H -0.74964 0.69115 -0.51104
H -2.26928 3.11019 2.05103
H -3.34607 4.45752 1.60897
H -1.92339 4.15245 0.64685
O -2.82120 1.35721 -7.36764
C -3.57007 1.14859 -6.44036
O -3.12754 1.30355 -5.17902
C -3.95672 1.27786 -4.01108
C -4.16758 -0.14203 -3.52778
C -4.96143 0.62811 -6.67181
H -4.89743 1.80793 -4.18266
H -3.42217 1.84205 -3.24455
H -4.68817 -0.74666 -4.27190
H -4.75146 -0.15163 -2.60382
H -3.20581 -0.62843 -3.34233
H -4.92485 -0.45685 -6.78476
H -5.34714 1.07331 -7.59171
H -5.66665 0.89264 -5.88616
O 2.83602 1.72886 1.39130
C 3.63807 2.33783 0.70663
O 4.28191 3.40767 1.20772
C 5.37758 4.06915 0.55831
C 4.87787 5.10330 -0.43010
C 3.85252 1.96526 -0.73203
H 6.05900 3.34626 0.10300
H 5.94385 4.57024 1.34780
H 4.29276 4.64492 -1.23069
H 5.71508 5.64303 -0.87896
H 4.22210 5.82191 0.06884
H 3.08306 2.44020 -1.34561
H 3.76702 0.88017 -0.82379
H 4.83852 2.22574 -1.11150
O -5.19627 -2.97626 -4.35524
C -5.40859 -3.80914 -3.50162
O -6.63902 -4.34169 -3.36762
C -6.94717 -5.46328 -2.52822
C -7.22124 -5.01792 -1.10619
C -4.33641 -4.19251 -2.52152
H -6.16575 -6.22524 -2.58761
H -7.85130 -5.91691 -2.94297
H -6.34508 -4.54463 -0.65730
H -7.51120 -5.86880 -0.48509
H -8.02516 -4.27737 -1.08692
H -4.32160 -3.46901 -1.70443
H -3.37424 -4.17202 -3.03793
H -4.44583 -5.19838 -2.12077
O 7.00953 2.44823 3.80847
C 6.32720 1.51145 4.17300
O 6.90435 0.44213 4.75378
C 6.17797 -0.61966 5.39066
C 5.75199 -1.66577 4.38290
C 4.85026 1.48413 3.90102
H 5.33861 -0.22924 5.97089
H 6.86560 -1.07274 6.11039
H 5.07347 -1.24986 3.63548
H 5.25000 -2.49792 4.88062
H 6.62133 -2.05084 3.84175
H 4.67739 1.11613 2.88927
H 4.46492 2.50247 3.98347
H 4.28319 0.88619 4.61162
O 2.95716 -1.19542 5.19974
C 2.27458 -2.12766 5.56568
O 2.84940 -3.19774 6.14828
C 2.12363 -4.25766 6.78786
C 1.69605 -5.30674 5.78188
C 0.79736 -2.14980 5.29366
H 1.28534 -3.86516 7.36902
H 2.81184 -4.70942 7.50722
H 1.01647 -4.89270 5.03362
H 1.19452 -6.13843 6.28224
H 2.56429 -5.69266 5.24118
H 0.62421 -2.51911 4.28138
H 0.41683 -1.12932 5.37444
H 0.22788 -2.74462 6.00505
*
```

---

ORCA calculation (the ωB97M-V functional and the def2-TZVPD basis) on C25H51O19Zn as an isolated structure.

F_max: 3.36 eV/Å
LUMO level: -0.1784 hartree
ΔE to the lowest compared entry with this formula, charge and spin: 0.8855 eV
Kohn-Sham gap: 6.4 eV
electronic energy: -114064.675 eV

The geometry in ORCA input format:
```
! RIJCOSX wB97M-V def2-TZVPD def2/J DEFGRID3
* xyz 1 1
Zn -0.16902 3.49245 0.50725
C -0.39192 0.31537 0.01198
O 0.01471 1.65558 -0.05035
H -1.23760 0.07798 -0.63916
H 0.48947 -0.28460 -0.23981
H -0.65888 0.08453 1.05222
C -2.08763 -1.76718 3.00018
O -2.79044 -1.33963 4.16592
C -3.69350 -0.39347 3.91950
O -3.93197 0.05259 2.83507
O -4.23354 -0.06596 5.09691
C -5.20022 0.97662 5.12197
H -2.78735 -2.42095 2.47252
H -1.27263 -2.44508 3.24878
H -1.69742 -1.01742 2.31544
H -5.81010 0.87533 6.01142
H -5.78418 1.08243 4.20765
H -4.66084 1.92964 5.15234
C 2.88492 3.25971 -1.68474
O 3.56417 3.33440 -0.44052
C 2.87639 3.61195 0.64378
O 1.70214 3.89597 0.66766
O 3.59884 3.50637 1.71090
C 5.00846 3.24994 1.64365
H 3.52739 2.74915 -2.39867
H 2.57734 4.20184 -2.14039
H 1.99074 2.63690 -1.57845
H 5.47918 3.88100 0.88631
H 5.17663 2.21674 1.35305
H 5.44261 3.58776 2.57793
C 1.49967 0.71326 3.05502
O 0.43146 1.14154 3.89500
C -0.33164 2.13772 3.49535
O -0.14495 2.82307 2.52531
O -1.31270 2.33318 4.34407
C -1.40062 1.62022 5.57473
H 1.77489 1.46786 2.32092
H 1.13408 -0.14830 2.49128
H 2.35007 0.37059 3.63488
H -1.76851 0.61304 5.39810
H -2.02403 2.20121 6.24717
H -0.41883 1.54469 6.04418
C 1.29813 0.17812 -3.38800
O 2.15672 -0.07880 -4.47479
C 3.10782 0.79180 -4.80420
O 3.13487 1.91143 -4.34546
O 3.90863 0.24376 -5.67064
C 4.95459 1.00430 -6.25761
H 0.99360 -0.78740 -2.98881
H 0.38838 0.69748 -3.68444
H 1.84137 0.77780 -2.65967
H 4.54064 1.87814 -6.75700
H 5.47579 0.41695 -7.00991
H 5.70255 1.23445 -5.49918
C -1.81477 1.97113 -2.89503
O -2.86318 1.28623 -3.55436
C -2.84332 -0.03414 -3.47332
O -2.13637 -0.66118 -2.73125
O -3.83172 -0.49676 -4.21386
C -4.16427 -1.86479 -4.00820
H -1.91576 3.03752 -3.08238
H -0.85150 1.58320 -3.21628
H -1.97629 1.82851 -1.82267
H -4.54295 -2.33534 -4.91218
H -4.98871 -1.90023 -3.29338
H -3.37555 -2.48869 -3.59552
C -5.55434 -3.67712 0.65617
C -4.57071 -3.08231 -0.30369
O -4.12589 -3.72986 -1.22216
C -4.14721 -1.63878 -0.03876
H -6.48273 -3.10307 0.67046
H -5.12599 -3.66214 1.66414
H -5.79726 -4.72743 0.50924
H -5.00487 -0.99308 -0.23953
H -3.31001 -1.27627 -0.63297
H -3.84197 -1.51376 1.00271
C 1.67176 -3.11857 -0.14123
C 0.41569 -3.41708 0.63132
O 0.48757 -3.75858 1.78815
C -0.90080 -3.28747 -0.13746
H 1.82448 -2.04454 -0.29489
H 1.68168 -3.64369 -1.09636
H 2.57745 -3.37025 0.41113
H -1.31167 -2.27940 -0.11567
H -1.56219 -3.99489 0.36632
H -0.80991 -3.65040 -1.15986
C 5.03484 -1.64140 0.23323
C 4.35007 -0.30395 0.29007
O 4.08876 0.20325 1.36229
C 3.83190 0.29162 -0.98543
H 5.90052 -1.54526 -0.42925
H 4.36929 -2.35161 -0.25599
H 5.35027 -1.98215 1.21362
H 4.66557 0.61588 -1.61030
H 3.19141 1.13659 -0.72963
H 3.19099 -0.40582 -1.52390
*
```

---

ORCA calculation (the ωB97M-V functional and the def2-TZVPD basis) on C25H52B3NO12S3 as an isolated structure.

F_max: 2.14 eV/Å
LUMO level: 0.0138 hartree
Kohn-Sham gap: 9.6 eV
electronic energy: -87368.964 eV

The geometry in ORCA input format:
```
! RIJCOSX wB97M-V def2-TZVPD def2/J DEFGRID3
* xyz 0 1
C 6.79654 -3.42556 0.76501
O 6.17520 -3.08132 -0.45039
C 7.04773 -2.38046 -1.31820
C 6.24468 -1.72567 -2.43673
C 6.11118 -0.21833 -2.25767
C 5.25406 0.14829 -1.02669
C 3.94153 0.83151 -1.38572
C 2.80933 -0.17147 -1.74165
C 1.57819 0.01775 -0.82467
B 0.21926 -0.17957 -1.57856
O -0.84270 0.67367 -1.23228
B -2.05978 0.23134 -1.65369
C -3.39930 0.30154 -0.81713
O -3.10995 0.37778 0.57526
C -4.17653 -0.06888 1.39494
O -2.09411 -0.37931 -2.91443
B -1.24693 -1.47975 -2.77803
N -1.73336 -2.83062 -2.90261
C -3.17750 -2.99265 -2.65046
C -1.06107 -3.75721 -2.04352
C -1.13254 -5.21254 -2.45890
O -0.50942 -3.45656 -1.04292
O 0.06987 -1.17355 -2.52937
H 6.59571 -2.64665 1.50559
H 6.37098 -4.34258 1.15667
H 7.87420 -3.55420 0.67513
H 7.65569 -1.64541 -0.78881
H 7.72137 -3.11267 -1.77394
H 5.27832 -2.21459 -2.47394
H 6.76875 -1.92759 -3.36986
H 7.11288 0.18241 -2.11709
H 5.71727 0.24970 -3.15388
H 5.10241 -0.71249 -0.38562
H 5.82864 0.87425 -0.45254
H 4.06387 1.49336 -2.23883
H 3.64778 1.46657 -0.55600
H 2.54266 -0.00276 -2.77861
H 3.20183 -1.17453 -1.62979
H 1.57938 1.04668 -0.48870
H 1.62685 -0.61903 0.04714
H -3.98507 -0.59372 -1.01885
H -4.01525 1.15495 -1.12769
H -5.10090 -0.14985 0.83018
H -4.35688 0.65224 2.18453
H -3.91124 -1.04324 1.80194
H -3.51820 -3.95461 -3.01978
H -3.78298 -2.24651 -3.14307
H -3.42956 -2.98060 -1.58959
H -1.98271 -5.69017 -1.98333
H -1.31068 -5.26012 -3.53090
H -0.21841 -5.71537 -2.19331
C 3.38028 3.17395 4.61230
C 1.89823 3.44076 4.32250
C 1.67996 3.23706 2.81810
S 2.91633 2.04769 2.29059
O 3.82810 2.69900 1.38227
O 2.27167 0.80369 1.94984
C 3.72077 1.87988 3.87966
H 3.57457 3.09054 5.68086
H 3.98711 3.99428 4.22178
H 1.28571 2.73331 4.88128
H 1.60042 4.44066 4.62998
H 0.69129 2.84142 2.59778
H 1.84296 4.15651 2.25888
H 4.78806 1.72858 3.73385
H 3.28380 1.01578 4.37970
C -2.20003 1.66746 8.05918
C -3.15315 2.86572 8.15760
C -2.37568 4.10913 7.70682
S -1.12745 3.52705 6.55389
O 0.17426 3.75305 7.13143
O -1.45030 3.97575 5.22358
C -1.51962 1.78764 6.69902
H -2.72837 0.72036 8.15772
H -1.45410 1.72213 8.85520
H -4.00748 2.70596 7.49667
H -3.54056 2.99148 9.16760
H -3.01365 4.83025 7.20217
H -1.86170 4.58676 8.53887
H -0.60799 1.19998 6.61602
H -2.20427 1.53549 5.88951
C -5.16691 0.42032 -7.09022
C -6.47689 0.20464 -6.32139
C -6.88134 -1.26381 -6.50623
S -5.35369 -2.17474 -6.76300
O -5.35513 -2.71116 -8.09906
O -5.09185 -3.00765 -5.61687
C -4.26747 -0.75365 -6.71725
H -4.70233 1.37286 -6.83965
H -5.36345 0.41282 -8.16470
H -6.31419 0.41146 -5.26142
H -7.26348 0.87371 -6.66779
H -7.38787 -1.66272 -5.63096
H -7.50248 -1.40314 -7.38900
H -3.44135 -0.90555 -7.40784
H -3.89175 -0.65666 -5.69788
*
```

---

ORCA calculation (the ωB97M-V functional and the def2-TZVPD basis) on C25H52Cl31GaN3O2 as an isolated structure.

F_max: 8.79 eV/Å
LUMO level: 0.0549 hartree
Kohn-Sham gap: 6.6 eV
electronic energy: -475900.311 eV

The geometry in ORCA input format:
```
! RIJCOSX wB97M-V def2-TZVPD def2/J DEFGRID3
* xyz -1 1
N 3.26000 -1.87548 1.54471
C 2.97304 -3.13592 2.07262
N 3.79144 -3.52797 3.30711
N 1.95089 -4.08682 1.45004
C 0.61867 -4.01007 2.20853
C -0.69674 -4.00984 1.19960
C -0.87608 -2.58127 0.36975
C -2.37452 -2.35105 -0.24802
Ga -3.87156 -2.00311 1.12305
C -3.39536 -0.72436 2.67043
C -1.85990 -0.83094 3.23050
C -0.90537 0.44794 2.75508
O -1.38064 1.11269 1.52822
C -4.74079 -3.73486 1.91452
C -3.99663 -4.29727 3.26246
O -3.82281 -3.50956 4.33245
Cl -3.41360 -6.09371 3.18255
H 3.99571 -1.41371 2.15029
H 3.40536 -4.38432 3.76146
H 3.84374 -2.73400 3.99139
H 2.35532 -5.04649 1.63652
H 0.67319 -3.06130 2.90678
H 0.62261 -4.96395 2.92491
H -1.67698 -4.37982 1.71929
H -0.44450 -4.82594 0.36576
H -0.44714 -1.64677 0.97088
H -0.14506 -2.68700 -0.56893
H -2.62796 -3.31638 -0.88922
H -2.31470 -1.46169 -1.02198
H -5.07692 -1.27754 0.29813
H -4.10233 -1.02377 3.58512
H -3.73548 0.37073 2.37247
H -1.93165 -0.72637 4.41703
H -1.35084 -1.88011 3.03575
H 0.18582 0.03824 2.50221
H -0.84424 1.29615 3.58766
H -1.35477 0.50490 0.73081
H -4.88947 -4.52271 1.06050
H -5.83173 -3.39419 2.25939
C 0.79125 3.30422 0.71574
Cl 2.45585 3.89669 0.77243
Cl 0.16398 3.32681 -0.93681
H 0.76555 2.27872 1.09210
H 0.16470 3.94314 1.34298
C 1.35403 2.37900 -4.53746
Cl 2.92041 2.98911 -5.08457
Cl 1.32647 0.61149 -4.53213
H 1.16555 2.74086 -3.52380
H 0.57487 2.74504 -5.21062
C -7.60205 -2.00446 4.86397
Cl -6.70594 -0.73618 4.01924
Cl -7.55062 -3.52590 3.96537
H -7.15686 -2.15832 5.84991
H -8.64320 -1.69127 4.97416
C 4.54256 -0.86546 -2.76446
Cl 6.10895 -0.25535 -3.31157
Cl 4.51500 -2.63297 -2.75913
H 4.35409 -0.50360 -1.75080
H 3.76340 -0.49942 -3.43762
C 2.86882 7.48446 0.12816
Cl 4.24023 8.30962 0.87878
Cl 1.33525 8.09493 0.76093
H 2.90022 7.65178 -0.95119
H 2.93948 6.41427 0.33773
C 0.68648 -1.26835 6.00875
Cl 1.58259 -0.00007 5.16403
Cl 0.73792 -2.78979 5.11015
H 1.13168 -1.42220 6.99470
H -0.35467 -0.95516 6.11895
C 5.77263 5.19221 -5.98176
Cl 6.35132 3.67432 -5.28445
Cl 6.32810 6.57896 -5.03663
H 6.15202 5.28235 -7.00250
H 4.67992 5.18442 -5.99373
C 2.86882 2.95563 -9.27470
Cl 4.24023 3.78079 -8.52408
Cl 1.33525 3.56610 -8.64193
H 2.90022 3.12295 -10.35404
H 2.93948 1.88544 -9.06513
C 1.99447 5.00130 4.30958
Cl 0.89809 3.64576 4.01699
Cl 2.58400 4.99429 5.97610
H 2.84675 4.92262 3.63033
H 1.46069 5.93681 4.12485
C 3.30311 10.49378 3.62922
Cl 2.26968 11.90391 3.36717
Cl 2.36559 9.12103 4.23048
H 3.77323 10.21632 2.68266
H 4.07239 10.74789 4.36261
C -2.02737 1.62769 -7.55067
Cl -1.44868 0.10980 -6.85336
Cl -1.47190 3.01445 -6.60553
H -1.64798 1.71783 -8.57140
H -3.12008 1.61990 -7.56263
C -2.23118 -5.51309 -3.63464
Cl -0.85977 -4.68792 -2.88401
Cl -3.76475 -4.90262 -3.00186
H -2.19978 -5.34576 -4.71398
H -2.16052 -6.58328 -3.42506
C -3.53233 -0.76469 -10.60890
Cl -3.82055 -1.98131 -9.35915
Cl -2.04303 0.13307 -10.29123
H -3.44770 -1.26289 -11.57771
H -4.37239 -0.06594 -10.62559
C -6.89626 -7.58187 2.65626
Cl -7.88789 -8.85260 3.38223
Cl -7.88391 -6.19083 2.19314
H -6.14481 -7.25923 3.38096
H -6.40313 -7.98032 1.76616
C 5.84460 -1.21924 6.25711
Cl 6.56528 -2.82927 6.37351
Cl 5.28776 -0.88902 4.61218
H 4.99324 -1.16029 6.93952
H 6.59312 -0.47345 6.53588
*
```

---

ORCA calculation (the ωB97M-V functional and the def2-TZVPD basis) on a 3-piece molecular cluster, C25H52N2O6P overall.

F_max: 8.48 eV/Å
LUMO level (spin up / spin down): 0.0869 / 0.0531 hartree
ΔE to the lowest compared entry with this formula, charge and spin: 3.8292 eV
Kohn-Sham gap (spin up / spin down): 6.4 / 5.4 eV
electronic energy: -51312.764 eV
<S²>: 2.009

The geometry in ORCA input format:
```
! RIJCOSX wB97M-V def2-TZVPD def2/J DEFGRID3
* xyz -1 3
C 1.01286 4.27544 -0.23612
C 2.21641 3.44004 -1.01091
C 2.91626 2.28231 -0.08464
O 3.93481 2.68449 0.72530
O 2.59057 0.84783 -0.07253
C 1.19877 0.59229 0.33414
C 0.33502 0.29463 -1.03906
C -1.25625 0.67687 -0.94098
C -1.50862 1.96962 -1.95021
O -2.02709 3.03494 -1.05361
P -2.53910 2.43706 0.51476
O -1.91349 0.80338 0.36907
H 0.16854 4.45990 -1.05149
H 0.61582 3.73110 0.72425
H 1.40678 5.36139 0.05909
H 3.06690 4.24941 -1.22629
H 1.86336 3.02710 -2.06121
H 0.73086 1.40383 1.03683
H 1.18744 -0.43128 0.94771
H 0.52690 -0.84608 -1.33251
H 0.88017 0.91626 -1.90023
H -1.82245 -0.18650 -1.53349
H -2.19753 1.70078 -2.85801
H -0.55638 2.47251 -2.41658
H -2.80314 3.85324 0.76977
H -1.29939 2.70957 1.21916
H -3.19970 2.12640 1.76600
H -3.84455 2.17546 -0.09009
C 6.07190 -3.38709 -2.13076
C 7.44204 -2.65456 -2.15364
C 8.15526 -2.85347 -0.79156
C 7.51526 -2.05161 0.33695
C 7.41793 -0.57575 -0.02974
C 6.74657 -0.30768 -1.40414
N 7.25180 -1.20420 -2.49789
O 8.49806 -0.70287 -2.91490
C 5.20747 -0.46184 -1.28550
C 6.93107 1.21509 -1.72672
C 8.24213 -3.43240 -3.25082
H 6.20539 -4.47564 -2.17263
H 5.49571 -3.21133 -1.22324
H 5.45690 -3.10642 -2.99304
H 9.21138 -2.56006 -0.87347
H 8.15804 -3.91620 -0.51641
H 6.52494 -2.44920 0.58110
H 8.11846 -2.16048 1.24616
H 6.87351 -0.04848 0.76460
H 8.43415 -0.15946 -0.02768
H 4.72804 -0.41639 -2.27021
H 4.77392 0.34646 -0.68160
H 4.89544 -1.38193 -0.79301
H 7.98309 1.52253 -1.71644
H 6.42660 1.83997 -0.97941
H 6.50734 1.46820 -2.70651
H 7.76445 -3.33054 -4.23304
H 8.28939 -4.50372 -3.01778
H 9.28186 -3.09824 -3.33747
C -8.02810 -2.28183 1.24818
C -6.65796 -1.54929 1.22531
C -5.94474 -1.74821 2.58738
C -6.58474 -0.94635 3.71589
C -6.68207 0.52951 3.34921
C -7.35343 0.79759 1.97481
N -6.84820 -0.09894 0.88106
O -5.60194 0.40239 0.46405
C -8.89253 0.64343 2.09345
C -7.16893 2.32036 1.65223
C -5.85787 -2.32713 0.12813
H -7.89461 -3.37038 1.20632
H -8.60429 -2.10607 2.15571
H -8.64310 -2.00116 0.38590
H -4.88862 -1.45479 2.50548
H -5.94196 -2.81094 2.86254
H -7.57506 -1.34394 3.96005
H -5.98154 -1.05522 4.62510
H -7.22649 1.05679 4.14354
H -5.66585 0.94580 3.35127
H -9.37196 0.68887 1.10874
H -9.32608 1.45172 2.69735
H -9.20455 -0.27667 2.58594
H -6.11691 2.62779 1.66251
H -7.67340 2.94524 2.39954
H -7.59266 2.57346 0.67243
H -6.33555 -2.22527 -0.85409
H -5.81061 -3.39845 0.36117
H -4.81814 -1.99298 0.04147
*
```